1.
{"formula": "C6H10O3", "method": "ωB97M-V with the def2-TZVPD basis set", "species": ["C", "C", "C", "O", "C", "C", "C", "O", "O", "H", "H", "H", "H", "H", "H", "H", "H", "H", "H"], "coordinates": [[0.584, -0.380, 1.918], [0.731, -1.058, 0.589], [0.776, -0.509, -0.658], [1.312, -1.149, -1.722], [-0.209, 0.526, -1.055], [0.116, 1.949, -0.631], [-1.423, -0.070, -0.202], [-2.167, 0.659, 0.420], [-1.843, -1.267, -0.697], [-0.239, 0.331, 1.925], [0.374, -1.132, 2.680], [1.492, 0.141, 2.220], [1.223, -2.024, 0.672], [1.823, -1.912, -1.425], [-0.403, 0.440, -2.126], [0.388, 2.003, 0.419], [0.953, 2.328, -1.215], [-0.765, 2.572, -0.775], [-2.724, -1.449, -0.337]], "atomic_forces_ev_per_a": [[-0.79, 0.00, 0.02], [2.31, 0.20, -0.81], [-0.23, -1.43, 1.24], [0.21, -0.25, -0.28], [-0.64, -0.51, 1.92], [-0.15, -0.06, -0.15], [-2.01, 2.58, -3.52], [0.82, -0.96, 0.74], [0.39, -0.05, 0.48], [0.01, 0.15, 0.21], [-0.04, 0.07, 0.02], [0.08, 0.01, -0.08], [0.15, -0.11, -0.08], [-0.01, 0.10, 0.03], [-0.25, -0.06, 0.23], [-0.01, -0.07, 0.07], [-0.03, 0.07, -0.08], [0.08, 0.14, -0.06], [0.11, 0.15, 0.10]], "lowdin_charge": [-0.089, -0.110, -0.337, 0.071, -0.191, -0.033, -0.481, 0.097, 0.098, 0.060, 0.077, 0.080, 0.107, 0.114, 0.158, 0.077, 0.087, 0.086, 0.130], "lumo_energy_ev": 0.642, "homo_lumo_gap_ev": 8.989, "homo_energy_ev": -8.3470, "e_above_lowest_kj_mol": 125.80, "smiles": "C/C=C(/O)[C@H](C)C(=O)O", "e_tot_ev": -12525.469}

2.
{"formula": "C6H10O3S", "method": "ωB97M-V with the def2-TZVPD basis set", "species": ["C", "O", "C", "C", "S", "O", "O", "C", "C", "C", "H", "H", "H", "H", "H", "H", "H", "H", "H", "H"], "coordinates": [[2.234, -1.346, 1.257], [1.133, -1.457, 0.415], [0.290, -0.439, 0.331], [0.089, 0.652, 1.414], [-1.255, 1.672, 0.787], [-0.756, 2.794, 0.084], [-2.259, 1.804, 1.808], [-1.865, 0.467, -0.432], [-0.658, -0.475, -0.837], [0.042, -0.019, -2.154], [1.915, -0.962, 2.268], [2.942, -0.658, 0.883], [2.624, -2.392, 1.445], [0.752, 0.703, 2.340], [-2.285, 1.034, -1.296], [-2.584, -0.150, 0.121], [-1.134, -1.496, -0.987], [0.964, -0.525, -2.297], [0.406, 0.910, -2.166], [-0.597, -0.117, -2.985]], "atomic_forces_ev_per_a": [[-0.33, -1.41, 2.96], [-0.57, 0.04, -1.15], [-1.25, 3.82, 4.76], [1.20, -4.35, -4.25], [0.20, -2.63, 1.01], [0.47, 1.52, -0.62], [0.03, 0.44, 0.02], [0.96, -0.33, -0.11], [-1.07, 0.68, -0.45], [-0.85, -2.99, 1.48], [0.26, -0.44, -0.85], [0.98, 0.53, -0.63], [-0.21, 1.35, -0.56], [-1.41, 0.43, -1.57], [0.17, -0.51, 0.78], [-0.09, 0.45, -0.36], [1.03, 0.99, 0.27], [0.57, -1.39, -0.32], [0.67, 4.24, 0.62], [-0.77, -0.43, -1.03]], "lowdin_charge": [-0.074, -0.066, -0.264, -0.044, 0.605, -0.312, -0.334, -0.177, -0.279, -0.025, 0.093, 0.086, 0.121, 0.092, 0.121, 0.104, 0.165, 0.075, 0.039, 0.074], "lumo_energy_ev": 0.517, "homo_lumo_gap_ev": 9.468, "homo_energy_ev": -8.9509, "e_above_lowest_kj_mol": 168.20, "smiles": "COC1=CS(=O)(=O)C[C@H]1C", "e_tot_ev": -23358.931}